{
  "formula": "C3H3NO2",
  "method": "ωB97M-V with the def2-TZVPD basis set",
  "species": ["O", "C", "C", "O", "C", "N", "H", "H", "H"],
  "positions_angstrom": [[-0.11353, 1.42507, -0.74667], [0.12784, 0.19714, -0.32548], [-1.04108, -0.57445, 0.10808], [-2.15196, -0.09334, -0.04605], [1.46491, -0.22219, 0.03573], [2.63193, -0.47988, -0.05765], [-1.07769, 1.57004, -0.60775], [1.02605, -0.23645, 1.13374], [-0.86647, -1.58594, 0.50605]],
  "forces_ev_per_angstrom": [[0.057, 0.115, 0.027], [-0.916, -0.189, -0.351], [0.549, 0.133, -0.274], [0.016, 0.026, 0.032], [-0.527, 0.023, 1.008], [0.328, 0.017, -0.465], [0.164, -0.097, -0.073], [0.346, -0.120, 0.076], [-0.018, 0.093, 0.020]],
  "lumo_energy_ev": [-1.3, -1.2],
  "molar_mass_g_mol": 85.1,
  "energy_ev": -8740.35363,
  "homo_ha": [-0.3565, -0.3205],
  "gap_ev": [8.38, 7.56],
  "e_above_lowest_kcal_mol": 110.2
}